<w>
Entry from the Open Molecules 2025 dataset: C7H17NO as an isolated structure (the ωB97M-V functional and the def2-TZVPD basis).

Element x y z (Å)
1 C -0.450 -0.494 -0.490
2 C 0.951 0.811 0.231
3 C -0.775 -0.877 0.856
4 C -1.462 0.286 -1.290
5 C 1.821 0.346 1.396
6 C 1.833 1.016 -0.994
7 C -2.133 -2.184 0.573
8 N 0.253 2.043 0.551
9 O 0.211 -1.476 -1.203
10 H 0.216 -1.244 -2.142
11 H 0.359 2.803 -0.122
12 H 0.488 2.447 1.453
13 H -0.051 -1.508 1.362
14 H -1.281 -0.133 1.460
15 H -1.545 1.311 -0.913
16 H -2.465 -0.138 -1.226
17 H -1.217 0.355 -2.353
18 H 2.635 1.060 1.602
19 H 2.598 1.791 -0.816
20 H 2.264 -0.634 1.198
21 H 1.258 0.288 2.334
22 H 2.368 0.101 -1.263
23 H 1.256 1.343 -1.864
24 H -2.917 -1.897 -0.129
25 H -2.586 -2.327 1.555
26 H -1.630 -3.090 0.235

Properties
HOMO-LUMO gap: 8.05 eV
E_LUMO: 0.8523 eV
multiplicity: 1

***

<x>
Entry from the Open Molecules 2025 dataset: a 3-piece molecular cluster, C7H17NO overall (the ωB97M-V functional and the def2-TZVPD basis).

Element x y z (Å)
1 C -1.477 -0.949 1.129
2 C 0.205 -0.606 -0.188
3 C -0.231 0.675 -0.556
4 C 1.334 0.987 -1.988
5 C -1.665 -2.443 1.186
6 C 1.434 -0.835 0.646
7 C -0.158 1.857 0.368
8 N 1.068 2.144 -2.764
9 O -1.180 -0.372 2.376
10 H -0.421 -0.836 2.749
11 H -2.354 -0.426 0.747
12 H 0.041 -1.373 -0.941
13 H -1.113 0.677 -1.195
14 H 0.258 2.046 -3.363
15 H 0.977 2.986 -2.209
16 H 2.217 1.119 -1.369
17 H 1.403 0.093 -2.603
18 H -2.050 -2.810 0.234
19 H -0.720 -2.958 1.392
20 H -2.372 -2.743 1.973
21 H 1.594 -0.041 1.374
22 H 2.319 -0.919 0.014
23 H 1.347 -1.780 1.188
24 H -0.285 2.782 -0.198
25 H -0.963 1.814 1.103
26 H 0.793 1.907 0.896

Properties
HOMO-LUMO gap: 7.30 eV
E_LUMO: 0.9267 eV
multiplicity: 1

***

Which structure is most stable? <w>, by 29.1 kcal/mol over the runner-up.

***

<w>
Entry from the Open Molecules 2025 dataset: the molecule C4H11NS (the ωB97M-V functional and the def2-TZVPD basis).

Element x y z (Å)
1 C -3.152 0.565 0.068
2 C -0.419 0.072 -0.133
3 C 0.594 -1.026 -0.068
4 C 1.991 -0.480 0.297
5 H -3.276 1.508 -0.610
6 H -2.661 0.941 0.964
7 H -4.058 0.122 0.433
8 H -0.169 0.780 -0.941
9 H -0.360 0.586 0.809
10 H 0.384 -1.914 0.539
11 H 0.498 -1.465 -1.118
12 H 1.836 -0.013 1.222
13 H 2.736 -1.239 0.540
14 H 2.150 1.325 -0.401
15 H 3.441 0.615 -0.464
16 N 2.480 0.425 -0.686
17 S -2.015 -0.803 -0.453

Properties
HOMO-LUMO gap: 9.55 eV
E_LUMO: 0.9821 eV
multiplicity: 1
SMILES string: CSCCCN

***

<x>
Entry from the Open Molecules 2025 dataset: the molecule C4H11NS (the ωB97M-V functional and the def2-TZVPD basis).

Element x y z (Å)
1 C -2.565 0.620 0.899
2 C -1.160 0.121 0.101
3 C -0.009 1.073 0.435
4 C 1.360 0.551 -0.164
5 S 2.069 -1.157 0.142
6 N -1.457 -0.029 -1.361
7 H -3.054 1.552 0.549
8 H -2.682 0.740 1.998
9 H -3.339 -0.099 0.514
10 H -0.865 -0.776 0.656
11 H -0.138 2.021 -0.007
12 H 0.145 0.896 1.481
13 H 1.258 0.392 -1.210
14 H 2.225 1.322 0.089
15 H 1.720 -1.812 -1.018
16 H -2.319 -0.558 -1.599
17 H -1.605 0.853 -1.822

Properties
HOMO-LUMO gap: 9.86 eV
E_LUMO: 0.9628 eV
multiplicity: 1
SMILES string: C[C@@H](N)CCS

***

<y>
Entry from the Open Molecules 2025 dataset: the molecule C4H11NS (the ωB97M-V functional and the def2-TZVPD basis).

Element x y z (Å)
1 C 1.852 0.516 -0.159
2 C 0.545 -0.155 0.027
3 C -0.795 0.655 0.125
4 C -1.916 -0.368 0.437
5 H 3.075 -0.738 0.627
6 H 2.537 -1.333 -0.877
7 H 2.121 1.194 0.713
8 H 1.754 1.252 -0.953
9 H 0.527 -0.949 -0.648
10 H 0.641 -0.596 1.009
11 H -1.157 1.192 -0.748
12 H -0.746 1.427 0.879
13 H -1.784 -1.367 0.160
14 H -2.265 -0.427 1.483
15 H -3.683 0.322 -1.483
16 N 2.851 -0.506 -0.336
17 S -3.556 -0.120 -0.256

Properties
HOMO-LUMO gap: 9.83 eV
E_LUMO: 0.9608 eV
multiplicity: 1
SMILES string: NCCCCS

***

<z>
Entry from the Open Molecules 2025 dataset: the molecule C4H11NS (the ωB97M-V functional and the def2-TZVPD basis).

Element x y z (Å)
1 C 0.467 -2.356 0.591
2 C -0.867 -1.652 0.490
3 S -0.821 -0.466 -0.895
4 H 0.747 -2.833 -0.350
5 H 0.465 -3.161 1.331
6 H 1.205 -1.619 0.885
7 H -1.032 -1.085 1.413
8 H -1.799 -2.200 0.437
9 C 1.283 1.777 -0.823
10 C -1.031 1.136 -0.036
11 N -0.036 2.147 -0.296
12 H 1.844 1.239 -0.058
13 H 1.771 2.705 -1.086
14 H 1.195 1.052 -1.631
15 H -0.962 0.838 1.018
16 H -2.003 1.631 -0.077
17 H -0.426 2.844 -0.914

Properties
HOMO-LUMO gap: 9.40 eV
E_LUMO: 0.9571 eV
multiplicity: 1
SMILES string: CCSCNC

***

Which structure is most stable? <z>, by 4.4 kcal/mol over the runner-up.

***

<w>
Entry from the Open Molecules 2025 dataset: the molecule C4H11NS (the ωB97M-V functional and the def2-TZVPD basis).

Element x y z (Å)
1 C -2.141 -0.609 -1.830
2 N -0.836 -0.907 -1.308
3 C -0.449 -0.063 -0.188
4 C 0.750 -0.700 0.551
5 S 1.487 0.424 1.753
6 C -0.133 1.378 -0.577
7 H -2.193 0.449 -2.070
8 H -2.372 -1.102 -2.768
9 H -2.939 -0.801 -1.129
10 H -0.621 -1.858 -1.050
11 H -1.227 -0.084 0.593
12 H 0.380 -1.607 1.023
13 H 1.497 -0.994 -0.189
14 H 2.460 -0.403 2.152
15 H -0.798 1.771 -1.352
16 H -0.351 2.054 0.242
17 H 0.874 1.475 -0.970

Properties
HOMO-LUMO gap: 9.74 eV
E_LUMO: 0.9228 eV
multiplicity: 1
SMILES string: CN[C@H](C)CS

***

<x>
Entry from the Open Molecules 2025 dataset: a 2-piece molecular cluster, C4H11NS overall (the ωB97M-V functional and the def2-TZVPD basis).

Element x y z (Å)
1 C -2.009 1.130 -1.576
2 S -2.094 0.138 -0.066
3 C -3.570 -0.930 -0.256
4 H -2.214 2.169 -1.303
5 H -1.011 1.121 -2.005
6 H -2.739 0.915 -2.355
7 H -3.987 -0.949 -1.264
8 H -4.321 -0.481 0.384
9 H -3.258 -1.926 0.024
10 C 2.978 0.530 0.071
11 C 3.089 0.189 1.365
12 N 3.482 -1.036 1.914
13 H 3.201 -0.276 -0.633
14 H 3.233 1.506 -0.315
15 H 2.972 0.941 2.144
16 H 3.413 -1.771 1.207
17 H 2.834 -1.268 2.664

Properties
HOMO-LUMO gap: 9.31 eV
E_LUMO: 0.9709 eV
multiplicity: 1
SMILES string: C=CN.CSC

***

Which structure is most stable? <w>, by 21.5 kcal/mol over the runner-up.

***

<w>
Entry from the Open Molecules 2025 dataset: the molecule C4H11NS (the ωB97M-V functional and the def2-TZVPD basis).

Element x y z (Å)
1 C 1.175 0.997 -1.655
2 N 1.170 0.560 -0.269
3 C -0.043 -0.167 0.054
4 C 0.166 -0.971 1.360
5 S -1.158 -2.100 1.704
6 C -1.382 0.602 0.110
7 H 0.414 1.772 -1.873
8 H 2.085 1.495 -1.991
9 H 1.025 0.137 -2.306
10 H 1.217 1.331 0.389
11 H -0.183 -0.910 -0.749
12 H 1.146 -1.450 1.326
13 H 0.214 -0.327 2.245
14 H -0.632 -3.254 1.257
15 H -1.393 1.544 -0.434
16 H -2.103 -0.117 -0.282
17 H -1.719 0.857 1.116

Properties
HOMO-LUMO gap: 9.75 eV
E_LUMO: 0.9655 eV
multiplicity: 1
SMILES string: CN[C@H](C)CS

***

<x>
Entry from the Open Molecules 2025 dataset: a 3-piece molecular cluster, C4H11NS overall (the ωB97M-V functional and the def2-TZVPD basis).

Element x y z (Å)
1 C 0.426 -2.326 1.181
2 C -1.082 0.605 -1.509
3 C 1.405 -2.484 0.238
4 C -1.292 0.418 -0.201
5 N -0.546 0.892 0.851
6 S 0.572 3.654 -0.871
7 H -0.632 0.535 1.751
8 H 0.363 -3.079 1.941
9 H -0.240 -1.509 1.281
10 H -0.251 1.126 -1.927
11 H -1.936 0.454 -2.200
12 H -0.186 2.675 -0.271
13 H 1.540 -1.802 -0.611
14 H 2.125 -3.272 0.509
15 H -2.266 0.091 0.100
16 H 0.426 1.065 0.462
17 H 1.574 2.959 -0.723

Properties
HOMO-LUMO gap: 9.42 eV
E_LUMO: 0.8692 eV
multiplicity: 1
SMILES string: C=CN.C=C.S

***

Which structure is most stable? <w>, by 48.5 kcal/mol over the runner-up.